(1)
Here is C36H26F5N6O4RuSSe as an isolated structure at a distorted geometry from OMol25. Energies are from ωB97M-V/def2-TZVPD.

For the calculated total energy, the calculation gives -5410.7739 hartree. Its spin multiplicity is 2. The value obtained for the HOMO energy (spin up / spin down) is -7.864 / -7.773 eV. As for the gap between HOMO and LUMO (spin up / spin down): 6.51 / 6.42 eV.

The geometry in XYZ format:
```
80
Properties=species:S:1:pos:R:3:forces:R:3
Ru -0.3367 0.0151 -0.1599 0.847 0.420 -0.447
C 2.2373 3.3291 0.5545 0.009 -0.052 0.004
C 1.4347 4.4293 0.2790 -0.050 -0.016 0.004
C 0.1155 4.2369 -0.0813 0.009 -0.011 0.036
C -0.3893 2.9419 -0.1659 -0.030 -0.009 -0.093
N 0.4047 1.8918 0.1143 0.044 -0.009 0.015
C 1.6823 2.0697 0.4650 0.040 0.050 0.008
C -1.7410 2.5496 -0.5616 0.034 -0.051 -0.032
C -2.7532 3.4592 -0.8708 0.028 -0.017 0.020
C -3.9937 2.9924 -1.2578 -0.014 0.000 0.017
C -4.2147 1.6197 -1.3347 -0.003 0.014 -0.018
C -3.2064 0.7211 -1.0254 0.039 -0.025 0.004
C -1.9393 1.1571 -0.6277 0.013 0.064 0.080
H 3.2776 3.4356 0.8246 0.001 0.002 0.008
H 1.8386 5.4311 0.3423 0.008 0.006 -0.011
H -0.5253 5.0775 -0.3042 0.004 -0.001 -0.021
H 2.2492 1.1656 0.6500 0.038 -0.052 -0.027
H -2.5766 4.5260 -0.8112 0.009 0.014 -0.012
H -4.7859 3.6875 -1.5011 -0.007 0.007 -0.010
H -5.1839 1.2512 -1.6479 -0.008 -0.008 0.003
H -3.4123 -0.3386 -1.1120 0.011 -0.003 -0.002
C 4.4821 -2.1207 -0.1846 -0.062 -0.062 0.019
C 3.4930 -1.4208 -1.1076 -0.009 -0.173 -0.043
C 3.7601 -1.7653 -2.5675 -0.063 -0.063 -0.008
O 3.6946 -0.0332 -0.9040 -0.207 0.390 0.022
C 2.0647 -1.8665 -0.6971 0.228 -0.047 0.190
O 1.6201 -2.8924 -1.2137 -0.036 -0.152 -0.251
O 1.4856 -1.1879 0.2216 0.079 0.427 -0.019
H 5.5031 -1.8959 -0.4943 0.007 0.032 -0.011
H 4.3305 -3.1995 -0.2162 0.011 -0.002 -0.008
H 4.3420 -1.7687 0.8381 -0.007 -0.012 0.007
H 4.7443 -1.3897 -2.8483 0.016 -0.004 0.014
H 3.0104 -1.3005 -3.2119 -0.007 0.018 -0.003
H 3.7178 -2.8406 -2.7278 -0.011 -0.003 -0.009
H 3.0327 0.4322 -1.4355 0.026 -0.011 -0.020
Se -0.9684 -3.4908 -1.7741 0.078 0.093 0.011
N -2.1838 -4.3744 -0.8670 0.012 -0.002 -0.050
C -2.5784 -3.5969 0.1411 -0.011 0.049 -0.087
C -3.5105 -3.8869 1.1705 -0.004 0.034 0.082
C -3.7363 -2.9151 2.1011 -0.029 -0.130 -0.017
C -3.0415 -1.6720 2.0377 0.132 -0.075 -0.090
N -2.1811 -1.3698 1.1042 -0.637 0.024 0.419
C -1.9780 -2.3114 0.1625 0.153 0.016 -0.257
N -1.1148 -2.0297 -0.8052 -0.179 0.038 0.777
H -4.0073 -4.8463 1.2056 -0.017 -0.019 -0.007
H -4.4331 -3.0744 2.9120 -0.013 -0.017 -0.002
H -3.2108 -0.9291 2.8111 -0.005 0.034 -0.014
S -0.3310 0.5959 6.6271 0.041 0.026 -0.049
C -0.2673 0.4580 4.8481 -0.043 0.008 0.038
C 0.6124 -0.4128 4.2260 0.045 0.017 -0.024
C 0.6280 -0.4857 2.8424 -0.006 0.068 -0.053
N -0.1880 0.2514 2.0854 -0.444 -0.463 -0.140
C -1.0492 1.0787 2.6845 0.079 0.071 -0.063
C -1.1199 1.2178 4.0575 0.014 -0.031 0.010
C 1.2193 1.4564 6.8564 0.007 -0.032 0.034
C 1.2812 2.8364 6.7350 0.008 -0.003 -0.014
C 2.5070 3.4590 6.9198 -0.046 0.024 -0.020
N 3.6277 2.8073 7.2129 0.045 0.013 0.009
C 3.5520 1.4869 7.3380 0.012 -0.031 0.006
C 2.3780 0.7646 7.1734 -0.028 0.000 0.025
H 1.2811 -1.0336 4.8053 0.016 -0.004 -0.001
H 1.2953 -1.1410 2.2993 0.005 -0.035 -0.019
H -1.6919 1.6528 2.0284 -0.049 -0.033 -0.002
H -1.8232 1.9066 4.5032 -0.007 0.019 -0.004
H 0.3962 3.4125 6.5032 -0.009 0.012 -0.006
H 2.5893 4.5359 6.8290 -0.006 0.012 -0.002
H 4.4754 0.9751 7.5830 0.006 -0.011 0.003
H 2.3677 -0.3091 7.2981 0.003 -0.017 -0.009
F -0.7890 1.5893 -7.1456 -0.003 0.001 -0.004
C -0.4953 1.2605 -5.8824 0.027 -0.022 0.048
C -1.3222 0.4252 -5.1587 0.020 0.028 0.019
F -2.4273 -0.0692 -5.7254 -0.019 -0.003 -0.026
C -1.0183 0.0766 -3.8522 0.018 -0.064 -0.072
F -1.8570 -0.7757 -3.2359 0.041 0.025 0.051
C 0.1247 0.5470 -3.1980 0.009 0.478 -0.085
O 0.5085 0.2618 -1.9806 -0.098 -0.686 0.066
C 0.9390 1.3986 -3.9717 -0.049 0.002 0.086
F 2.0423 1.9138 -3.4019 0.015 -0.049 0.034
C 0.6522 1.7450 -5.2742 -0.069 -0.038 0.001
F 1.4687 2.5597 -5.9478 -0.003 0.008 -0.006
```
Forces are in eV/Å.

=====

(2)
Here is a 2-piece molecular cluster, C9H14 overall at a distorted geometry from OMol25. Energies are from ωB97M-V/def2-TZVPD.

For the calculated total energy, the calculation gives -351.3116 hartree. The value obtained for the HOMO energy is -8.951 eV. As for the SMILES: Cc1ccccc1.CC. As for the gap between HOMO and LUMO: 9.92 eV.

The geometry in XYZ format:
```
23
Properties=species:S:1:pos:R:3:forces:R:3
C -1.1317 -0.3555 -3.3053 -0.994 0.078 -0.474
C -1.4183 -0.3580 -1.8372 -0.228 -0.164 0.549
C -1.2267 -1.5163 -1.0789 -0.007 0.200 -0.767
C -1.4690 -1.5148 0.2812 -0.059 -0.099 -0.159
C -1.8645 -0.3442 0.9179 0.362 -0.574 0.080
C -2.0006 0.8338 0.1974 -0.006 -0.393 0.153
C -1.8807 0.7823 -1.1855 -0.227 -0.128 -0.203
H -2.0376 -0.2328 -3.9205 -0.035 -0.176 0.325
H -0.6957 -1.3050 -3.5940 0.345 0.057 -0.187
H -0.5360 0.4980 -3.6070 0.539 -0.076 0.095
H -0.9878 -2.4178 -1.6435 0.253 0.027 0.443
H -1.3307 -2.4287 0.8449 -0.163 0.013 0.051
H -2.1020 -0.4518 1.9655 0.194 0.551 0.226
H -2.1446 1.7656 0.7270 -0.562 0.042 -0.154
H -2.3182 1.5511 -1.8061 0.611 0.648 0.033
C 3.1281 -0.0048 1.8810 0.170 0.850 -0.439
C 2.6783 1.3676 2.4027 -0.902 -0.614 -0.172
H 2.5864 -0.8391 2.3225 -0.003 0.084 0.095
H 3.0101 -0.0423 0.7984 -0.055 -0.185 -0.043
H 4.1903 -0.0957 2.0862 0.156 -0.351 0.045
H 1.6163 1.5325 2.2094 -0.201 -0.303 0.229
H 3.1081 2.2089 1.8599 0.682 -0.109 0.390
H 2.8265 1.3670 3.4839 0.132 0.622 -0.116
```
Forces are in eV/Å.

=====

(3)
Here is C19H28BiClO2 as an isolated structure at a distorted geometry from OMol25. Energies are from ωB97M-V/def2-TZVPD.

For the calculated total energy, the calculation gives -1565.9035 hartree. The value obtained for the HOMO energy is -7.411 eV. As for the gap between HOMO and LUMO: 6.44 eV.

The geometry in XYZ format:
```
51
Properties=species:S:1:pos:R:3:forces:R:3
O -0.1609 -1.0533 0.3777 -0.119 0.000 -0.939
C -0.0082 -1.9050 -0.8038 -0.104 0.276 0.399
C 0.9400 -2.8316 -0.0554 0.223 0.101 0.180
H 0.4374 -1.3564 -1.6407 -0.275 -0.128 0.131
H -0.9624 -2.3639 -1.0741 0.193 0.085 -0.137
C 0.8164 -1.8215 1.1251 -0.094 0.471 0.181
H 1.9199 -2.9144 -0.5242 0.083 -0.065 0.257
H 0.5287 -3.8235 0.1225 0.093 0.020 0.174
C 2.0063 -0.9156 1.3729 0.646 0.074 0.200
H 2.4358 -0.5547 0.4322 -0.093 -0.127 0.041
H 2.8022 -1.3985 1.9495 -0.065 -0.210 -0.169
H 1.7369 -0.0299 1.9596 -0.331 -0.170 -0.146
C 0.1529 -2.2794 2.4087 0.141 -0.380 0.393
H -0.5963 -3.0451 2.1992 -0.112 0.142 -0.001
H -0.3189 -1.4464 2.9494 0.056 -0.065 -0.453
H 0.8626 -2.7170 3.1138 0.184 -0.093 -0.127
Bi -1.1849 1.8487 -0.1986 -0.907 -1.196 1.803
C -4.2398 -0.0489 1.7096 -0.161 1.103 -0.880
C -4.4143 0.9338 0.7254 -0.037 -0.315 0.953
C -3.5564 0.6042 -0.3740 0.716 0.850 0.127
H -5.1022 1.7809 0.7551 0.418 -0.242 0.091
C -2.9451 -0.6738 -0.0789 -0.170 -0.737 1.262
C -3.3019 -1.0138 1.2410 0.326 -0.148 -1.610
H -2.9601 -1.8949 1.7854 -0.166 0.291 -0.227
H -4.7431 -0.0707 2.6673 0.066 0.013 -0.047
H -3.5963 1.0699 -1.3448 -0.453 -0.219 -0.364
H -2.4681 -1.3165 -0.8222 -0.005 0.527 0.519
C -2.3250 2.6066 2.9262 0.065 -0.598 0.457
C -1.7167 1.6140 3.7094 -0.310 0.589 -0.489
C -0.3301 1.5454 3.3816 0.360 0.863 -1.094
H -2.2210 0.9837 4.4436 0.149 0.255 -0.273
C -0.0664 2.5221 2.3863 0.251 -0.949 0.866
C -1.3279 3.1830 2.0720 -0.263 -0.774 -1.073
H -1.4625 4.0814 1.4755 0.180 0.158 0.430
H -3.3664 2.9322 2.9790 0.451 -0.275 -0.113
H 0.4027 0.8403 3.7936 -0.398 0.458 -0.157
H 0.9162 2.8141 2.0057 -0.386 -0.145 0.113
O 1.6915 0.0142 -2.8189 0.854 -0.022 -1.852
C 3.0055 -0.4775 -2.5105 0.710 0.575 0.282
C 3.9139 -0.4877 -3.7651 -0.454 0.066 -0.008
H 3.0105 -1.4431 -2.0194 -0.570 -0.120 0.137
H 3.4512 0.2622 -1.8328 0.001 -0.179 0.239
C 3.1810 0.4858 -4.7012 -0.486 0.154 0.147
H 4.0478 -1.4828 -4.2165 -0.122 0.344 0.254
H 4.8964 -0.0814 -3.4896 -0.214 -0.327 -0.112
C 1.9852 0.9988 -3.8662 0.632 0.592 0.704
H 2.8070 0.0198 -5.6149 0.261 -0.043 0.055
H 3.8312 1.3298 -4.9475 -0.217 -0.130 -0.248
H 1.1376 1.3065 -4.4887 -0.196 -0.639 0.452
H 2.3202 1.9105 -3.3386 -0.157 -0.153 -0.079
Cl -1.8622 3.7595 -1.5406 -0.191 0.442 -0.248
```
Forces are in eV/Å.

=====

(4)
Here is a 3-piece molecular cluster, CH10N5 overall at a distorted geometry from OMol25. Energies are from ωB97M-V/def2-TZVPD.

As for the total charge: +1. For the calculated total energy, the calculation gives -317.3990 hartree. The value obtained for the HOMO energy (spin up / spin down) is -13.129 / -13.127 eV. As for the gap between HOMO and LUMO (spin up / spin down): 8.56 / 8.56 eV.

The geometry in XYZ format:
```
16
Properties=species:S:1:pos:R:3:forces:R:3
C -1.0292 -0.5325 -0.5944 2.211 1.517 -1.153
N 0.6514 0.8729 -0.2316 -3.158 -2.196 0.727
N 3.0236 -0.3251 0.3778 0.917 1.354 -2.579
N -1.9696 0.9980 0.6630 -1.966 4.389 2.741
N -2.1522 -0.0069 -0.0039 1.813 -1.322 -1.193
N -3.3392 -0.5399 -0.3202 -3.301 3.493 2.772
H -0.4293 -1.4227 -0.4358 -0.699 -0.031 0.607
H 1.5405 0.3561 -0.2513 0.831 0.167 -1.218
H 0.6016 1.0775 0.7460 -0.674 0.300 0.792
H 0.3971 1.7127 -0.7172 0.408 0.090 -0.760
H 3.9079 -0.1775 -0.1183 -0.542 -0.467 -0.178
H 2.8310 -1.2788 0.4697 0.072 -1.524 0.776
H -2.8436 1.6540 0.9153 1.890 -2.376 -1.113
H -4.1064 0.2277 -0.3029 1.771 -1.915 0.072
H 3.1591 0.2058 1.1821 -0.078 0.316 2.163
H -3.4418 -1.1421 -1.0545 0.503 -1.795 -2.458
```
Forces are in eV/Å.